Entry 1:
C17H45BrN3O6 | wB97M-V/def2-TZVPD

The geometry in XYZ format:
```
72
Properties=species:S:1:pos:R:3:forces:R:3
C 0.008 3.170 1.068 -0.1 0.0 0.1
C -0.129 1.650 1.005 0.2 0.0 0.0
C 0.894 0.874 0.233 -0.2 0.0 0.1
N 1.172 -0.410 0.450 0.1 0.3 -0.2
C 0.619 -1.372 1.435 0.0 -0.3 0.3
C 1.234 -1.141 2.811 0.0 -0.1 -0.1
C -0.902 -1.423 1.448 -0.3 0.1 -0.2
C -1.551 -1.506 0.055 0.0 -0.1 0.0
N 2.120 -0.863 -0.409 -0.1 -0.1 -0.1
C 2.397 0.149 -1.166 -0.1 0.4 0.1
N 1.670 1.253 -0.805 0.0 -0.3 0.0
C 1.789 2.545 -1.491 0.1 0.1 -0.1
C 2.807 3.486 -0.832 0.1 0.0 -0.2
C 2.476 4.946 -1.068 -0.1 -0.1 0.0
Br 2.386 5.325 -2.974 0.0 0.1 -0.1
H -0.290 3.665 0.147 0.1 0.0 0.0
H 1.007 3.483 1.363 0.0 0.0 -0.1
H -0.670 3.528 1.843 0.0 0.0 0.0
H -1.114 1.375 0.616 0.0 0.0 0.0
H -0.098 1.267 2.024 -0.1 -0.1 0.0
H 0.965 -2.335 1.059 0.1 0.1 -0.1
H 2.320 -1.065 2.752 0.0 0.1 0.0
H 0.826 -0.255 3.300 0.0 0.0 0.0
H 1.000 -2.008 3.428 0.0 0.1 0.0
H -1.149 -2.322 2.011 0.1 0.0 0.0
H -1.321 -0.593 2.016 0.1 0.0 0.1
H -2.085 -2.446 -0.071 0.0 0.0 0.0
H -2.276 -0.706 -0.105 0.0 0.0 0.0
H -0.820 -1.458 -0.756 0.0 0.0 0.0
H 3.105 0.179 -1.978 0.0 -0.2 0.0
H 2.132 2.310 -2.497 -0.1 0.0 0.0
H 0.799 2.981 -1.608 0.0 0.0 0.2
H 3.784 3.288 -1.278 0.0 -0.1 0.2
H 2.901 3.290 0.237 -0.1 0.0 0.0
H 1.503 5.225 -0.669 0.0 0.0 0.1
H 3.241 5.601 -0.664 0.0 0.0 0.0
C -1.465 -5.343 1.822 0.2 0.0 -0.1
O -0.263 -4.647 1.473 0.0 0.1 0.0
H -2.100 -4.649 2.367 0.0 0.0 0.0
H -2.001 -5.684 0.937 0.0 0.0 0.0
H -1.249 -6.199 2.462 -0.1 0.0 0.0
H 0.301 -5.257 0.990 0.0 0.0 0.0
C -0.522 3.036 -5.406 0.1 0.1 0.0
O 0.715 3.704 -5.626 -0.1 -0.2 0.0
H -0.998 2.897 -6.373 0.0 0.0 0.0
H -0.370 2.052 -4.952 -0.1 0.0 0.0
H -1.188 3.627 -4.771 -0.1 0.0 0.0
H 1.129 3.826 -4.767 0.1 0.1 0.0
C -5.567 -5.398 2.388 0.0 0.0 0.0
O -4.504 -5.881 1.573 -0.1 0.1 0.0
H -5.334 -5.684 3.410 0.0 0.0 0.0
H -5.653 -4.309 2.339 0.0 0.0 0.0
H -6.525 -5.843 2.112 0.0 0.0 0.0
H -4.702 -5.649 0.661 0.0 -0.1 0.0
C 5.825 0.156 0.758 0.0 0.0 0.0
O 4.537 0.568 1.211 -0.1 0.2 0.0
H 6.554 0.733 1.321 0.0 0.0 0.0
H 5.997 -0.905 0.946 0.0 0.0 0.0
H 5.968 0.361 -0.306 0.0 0.0 0.0
H 3.872 0.071 0.727 0.2 -0.2 0.1
C -1.930 1.545 4.946 0.0 -0.1 0.0
O -2.145 1.058 3.619 0.1 0.2 -0.1
H -1.255 0.844 5.433 0.0 0.0 0.0
H -1.469 2.535 4.945 0.0 0.0 0.0
H -2.861 1.584 5.513 0.0 0.0 0.0
H -2.765 1.655 3.189 -0.1 -0.1 0.0
C -1.445 -0.834 -5.694 -0.2 0.0 0.0
O -2.563 -0.167 -5.117 0.1 -0.1 0.0
H -0.553 -0.457 -5.198 0.0 0.0 0.0
H -1.506 -1.914 -5.538 0.1 0.0 0.0
H -1.365 -0.627 -6.764 0.1 0.0 0.0
H -3.351 -0.495 -5.561 -0.1 0.1 0.1
```
Forces are in eV/Å.

Output
E_HOMO = -12.26 eV
total charge = +1
spin multiplicity = 1

Entry 2:
C34H28BrN2O2STeTl | wB97M-V/def2-TZVPD

The geometry in XYZ format:
```
70
Properties=species:S:1:pos:R:3:forces:R:3
Tl 1.600 0.997 -0.391 0.0 -0.2 0.0
O 2.078 5.364 -0.666 0.0 0.0 0.0
C 0.843 5.900 -0.848 0.0 0.0 0.0
C 0.661 7.164 -1.393 0.0 0.0 0.0
C -0.620 7.684 -1.541 0.0 0.0 0.0
C -1.714 6.943 -1.132 0.0 0.0 0.0
C -1.518 5.678 -0.581 0.0 0.0 0.0
C -0.255 5.130 -0.442 0.0 0.1 -0.1
C 0.016 3.729 0.071 0.0 -0.2 -0.1
O 0.435 2.928 -0.944 -0.1 0.2 0.2
N -1.226 3.175 0.701 -0.1 -0.3 0.1
N -0.873 2.148 1.538 0.1 -0.1 -0.1
C -1.498 1.040 1.470 -0.1 0.1 -0.1
C -1.115 -0.126 2.267 0.0 0.1 0.0
Br 0.525 0.014 3.217 0.0 0.1 0.0
C -1.744 -1.301 2.291 0.0 0.0 0.0
C -3.038 -1.584 1.648 -0.1 0.0 0.0
C -3.181 -2.774 0.931 0.1 -0.1 0.0
C -4.380 -3.073 0.303 0.0 0.0 0.0
C -5.460 -2.204 0.398 0.0 0.0 0.0
C -5.334 -1.031 1.131 0.0 0.0 0.0
C -4.133 -0.725 1.754 0.0 0.0 0.0
H 2.754 5.981 -0.959 0.0 0.0 0.0
H 1.528 7.740 -1.702 0.0 0.0 0.0
H -0.752 8.670 -1.970 0.0 0.0 0.0
H -2.716 7.342 -1.234 0.0 0.0 0.0
H -2.368 5.102 -0.238 0.0 0.0 0.0
H 0.721 3.812 0.916 0.0 0.0 0.0
H -1.805 2.826 -0.075 0.1 0.0 0.1
H -2.319 0.885 0.762 0.1 0.0 0.0
H -1.255 -2.139 2.776 -0.1 0.1 0.0
H -2.321 -3.435 0.838 -0.4 0.2 -0.1
H -4.459 -3.986 -0.276 0.0 0.0 0.0
H -6.396 -2.438 -0.097 0.0 0.0 0.0
H -6.174 -0.352 1.220 0.0 0.0 0.0
H -4.040 0.182 2.340 0.0 0.0 0.0
Te 4.512 2.492 0.078 0.0 0.2 0.0
C 5.524 0.739 0.651 0.0 0.0 0.0
C 6.860 0.549 0.891 0.0 0.0 0.0
C 7.192 -0.781 1.271 0.0 -0.1 0.0
C 6.104 -1.599 1.325 0.0 0.0 -0.1
S 4.679 -0.743 0.888 0.1 0.0 0.1
H 7.580 1.350 0.793 0.0 0.0 0.0
H 8.198 -1.111 1.498 0.0 0.0 0.0
H 6.069 -2.646 1.582 0.0 0.0 0.0
C -0.486 -5.917 3.703 0.0 0.0 0.0
C -1.134 -6.102 2.484 0.0 0.0 0.0
C -0.896 -5.249 1.421 0.1 -0.1 0.0
C 0.003 -4.178 1.536 0.1 -0.1 0.0
C 0.643 -4.006 2.767 0.0 0.0 0.0
C 0.405 -4.860 3.834 0.0 0.0 0.0
C 0.247 -3.241 0.431 0.1 0.0 0.2
C -0.361 -3.307 -0.762 0.1 0.0 -0.2
C -0.019 -2.241 -1.683 -0.2 0.0 -0.1
C 1.216 -2.136 -2.345 0.1 -0.1 0.0
C 1.488 -1.086 -3.208 0.1 0.1 0.0
C 0.551 -0.088 -3.446 0.0 0.0 0.0
C -0.680 -0.170 -2.802 0.0 0.0 0.0
C -0.962 -1.229 -1.956 0.0 0.1 0.0
H -0.677 -6.584 4.536 0.0 0.0 0.0
H -1.835 -6.922 2.367 0.0 0.0 0.0
H -1.393 -5.375 0.466 0.0 0.0 0.0
H 1.335 -3.177 2.878 0.0 0.0 0.0
H 0.916 -4.695 4.776 0.0 0.0 0.0
H 0.945 -2.430 0.693 0.0 0.0 0.0
H 1.983 -2.879 -2.152 -0.1 0.0 0.0
H 2.467 -1.020 -3.669 0.0 0.0 0.0
H 0.780 0.746 -4.097 0.0 0.0 0.0
H -1.418 0.611 -2.950 0.0 0.0 0.0
H -1.927 -1.286 -1.464 0.0 0.0 0.0
```
Forces are in eV/Å.

Output
E_HOMO = -1.35 eV
total charge = -2
relative energy (zero: lowest compared OMol25 entry of this formula, charge and spin) = 3.6 kcal/mol
spin multiplicity = 1

Entry 3:
C22H40N | wB97M-V/def2-TZVPD

The geometry in XYZ format:
```
63
Properties=species:S:1:pos:R:3:forces:R:3
C 4.910 3.401 -1.339 0.2 -0.1 -0.1
H 4.829 3.824 -2.338 -0.1 0.1 -0.1
C 6.302 2.818 -1.124 0.0 0.1 0.2
C 6.543 2.339 0.308 -0.1 0.0 -0.1
C 5.615 1.217 0.777 0.2 0.0 -0.2
C 5.762 -0.064 -0.043 -0.1 0.0 0.3
C 5.032 -1.258 0.573 -0.1 0.2 -0.3
C 3.512 -1.101 0.568 0.2 -0.4 0.1
C 2.820 -2.362 1.081 -0.2 0.3 0.1
C 1.307 -2.207 1.239 0.2 -0.1 -0.3
C 0.581 -2.043 -0.095 -0.2 0.0 0.4
C -0.936 -1.986 0.094 0.3 0.1 -0.4
H -1.151 -1.166 0.784 -0.1 0.0 0.1
H -1.269 -2.920 0.551 -0.1 0.0 0.1
C -1.642 -1.780 -1.246 -0.2 0.0 0.4
C -3.143 -2.074 -1.299 0.7 -0.4 -0.6
H -3.314 -3.098 -0.959 -0.2 0.1 0.0
H -3.445 -2.012 -2.347 -0.2 0.0 0.1
N -4.083 -1.195 -0.527 0.0 -0.1 -0.1
C -5.440 -1.412 -1.067 -0.9 -0.1 -0.3
H -5.698 -2.468 -1.010 0.2 0.0 0.1
H -5.490 -1.095 -2.107 0.1 0.0 0.0
H -6.165 -0.839 -0.492 0.1 0.0 0.0
C -4.103 -1.565 0.899 0.0 -0.2 0.9
H -4.408 -2.604 1.009 0.0 0.0 -0.2
H -4.812 -0.933 1.431 0.0 0.0 -0.1
H -3.118 -1.441 1.339 0.0 0.0 -0.1
C -3.699 0.248 -0.685 0.1 0.8 0.0
C -4.666 1.218 -0.055 0.0 0.0 0.0
C -5.719 1.750 -0.794 0.1 0.0 0.0
C -6.592 2.655 -0.217 0.0 0.0 0.0
C -6.420 3.044 1.101 0.0 0.0 0.0
C -5.363 2.536 1.837 0.0 0.0 0.1
C -4.488 1.631 1.262 0.0 0.0 -0.1
H -3.652 1.262 1.838 0.1 -0.1 0.1
H -5.212 2.850 2.858 0.0 0.0 0.1
H -7.100 3.752 1.549 -0.1 0.1 0.0
H -7.402 3.062 -0.801 -0.1 0.1 -0.1
H -5.850 1.472 -1.829 0.0 0.0 -0.1
H -3.622 0.448 -1.756 0.1 -0.2 0.0
H -2.718 0.378 -0.228 0.0 -0.2 -0.1
H -1.200 -2.482 -1.958 -0.1 0.0 -0.1
H -1.426 -0.782 -1.629 0.0 0.0 -0.1
H 0.835 -2.881 -0.746 0.0 0.0 -0.1
H 0.914 -1.126 -0.584 0.0 0.0 -0.1
H 0.915 -3.091 1.747 -0.1 0.0 0.1
H 1.102 -1.342 1.875 -0.1 0.0 0.1
H 3.242 -2.619 2.055 0.1 -0.1 0.0
H 3.029 -3.194 0.404 0.1 -0.1 0.0
H 3.185 -0.884 -0.451 0.0 0.1 -0.1
H 3.230 -0.259 1.202 -0.1 0.1 0.0
H 5.377 -1.403 1.599 0.0 -0.1 0.1
H 5.292 -2.157 0.008 0.0 -0.1 0.1
H 6.824 -0.309 -0.120 0.1 0.0 -0.1
H 5.385 0.097 -1.055 0.1 0.0 -0.1
H 4.582 1.565 0.743 -0.1 0.0 0.1
H 5.853 0.993 1.820 -0.1 0.0 0.1
H 7.577 1.996 0.389 0.0 0.0 0.1
H 6.426 3.189 0.985 0.1 0.0 0.0
H 6.465 1.995 -1.822 0.1 0.0 -0.1
H 7.043 3.587 -1.352 0.0 -0.1 -0.1
H 4.144 2.636 -1.234 -0.2 0.0 0.0
H 4.712 4.189 -0.616 -0.1 0.1 0.1
```
Forces are in eV/Å.

Output
E_HOMO = -12.35 eV
SMILES = CCCCCCCCCCCCC[N+](C)(C)Cc1ccccc1
total charge = +1
relative energy (zero: lowest compared OMol25 entry of this formula, charge and spin) = 5.1 kcal/mol
spin multiplicity = 1

Entry 4:
C10H15N5Se2Ti | wB97M-V/def2-TZVPD

The geometry in XYZ format:
```
33
Properties=species:S:1:pos:R:3:forces:R:3
Ti 0.098 0.046 -0.460 0.6 -0.5 -0.6
C -1.990 -1.489 -3.260 0.1 0.0 -0.2
Se -2.113 -0.940 -1.386 -0.2 -0.6 0.2
C -1.942 -2.692 -0.486 0.0 -0.1 0.0
C -0.611 -3.375 -0.724 -0.1 -0.1 0.0
Se 0.902 -2.369 0.066 -0.2 -0.1 -0.3
C 1.928 -1.846 -1.550 0.0 0.0 0.4
H -2.911 -2.022 -3.487 0.0 0.0 0.1
H -1.129 -2.125 -3.441 0.0 0.0 0.0
H -1.939 -0.593 -3.875 0.0 0.0 0.1
H -2.757 -3.315 -0.859 0.0 0.0 0.0
H -2.131 -2.501 0.570 0.0 0.1 0.0
H -0.393 -3.538 -1.777 0.1 0.0 0.0
H -0.603 -4.350 -0.233 0.0 0.0 0.0
H 2.246 -2.751 -2.066 -0.2 0.0 -0.1
H 2.824 -1.329 -1.207 0.0 0.0 0.0
H 1.358 -1.221 -2.256 0.0 -0.1 -0.1
N 2.456 1.427 2.739 0.1 -0.4 -0.1
C 2.194 0.339 2.034 0.1 0.2 0.2
N 1.239 0.645 1.146 -0.2 0.3 0.0
C 0.966 1.987 1.407 0.3 -0.2 0.3
N 1.696 2.463 2.366 -0.2 0.4 -0.1
C -0.071 2.686 0.664 -0.2 0.4 0.1
C -0.422 4.013 0.898 0.1 -0.3 -0.1
N -1.402 4.580 0.214 -0.1 0.3 0.0
C -2.042 3.873 -0.705 0.1 -0.1 0.1
C -1.710 2.544 -0.956 -0.1 0.1 -0.1
N -0.723 1.942 -0.268 -0.1 0.7 0.3
H 3.130 1.539 3.492 0.0 0.0 0.0
H 2.678 -0.615 2.177 0.0 0.0 0.0
H 0.100 4.603 1.643 0.0 0.0 0.0
H -2.840 4.365 -1.249 0.0 -0.1 0.0
H -2.245 1.973 -1.702 0.0 0.0 0.0
```
Forces are in eV/Å.

Output
E_HOMO (alpha / beta) = -19.90 / -19.90 eV
total charge = +3
spin multiplicity = 2

Entry 5:
C30H32Cl5HfN8O5S | wB97M-V/def2-TZVPD

The geometry in XYZ format:
```
82
Properties=species:S:1:pos:R:3:forces:R:3
Hf 0.375 0.935 -0.441 -1.4 -0.6 -0.8
C 2.585 0.563 -4.613 -0.1 0.1 0.0
O 2.685 -0.640 -3.839 0.2 -0.1 0.3
C 3.455 -0.543 -2.697 0.0 0.0 0.1
C 4.625 -1.267 -2.575 -0.2 0.1 -0.1
C 5.370 -1.222 -1.395 -0.1 0.1 0.1
C 4.927 -0.468 -0.332 0.0 -0.1 -0.1
C 3.722 0.245 -0.411 0.1 -0.1 0.0
C 3.257 0.963 0.752 0.3 0.0 0.0
N 2.058 1.403 0.885 0.2 0.0 0.4
N 1.762 2.098 2.054 0.0 0.0 0.0
C 0.531 2.518 1.994 0.0 0.2 0.1
O -0.244 2.299 0.967 0.3 0.4 0.2
C -0.033 3.271 3.130 0.0 -0.1 0.0
C 0.705 3.457 4.297 -0.1 0.0 0.0
C 0.150 4.144 5.361 0.0 0.0 0.0
C -1.139 4.651 5.264 0.0 0.0 0.0
C -1.872 4.471 4.102 0.0 0.0 0.0
C -1.323 3.779 3.035 0.0 0.0 0.1
C 2.992 0.227 -1.613 0.1 0.0 -0.2
O 1.862 0.906 -1.754 0.3 0.1 0.0
H 2.612 0.269 -5.662 0.0 0.0 0.1
H 3.423 1.226 -4.396 0.0 0.0 0.0
H 1.654 1.088 -4.385 0.1 0.0 0.0
H 4.947 -1.865 -3.416 0.0 0.0 0.0
H 6.292 -1.776 -1.323 0.1 -0.1 0.0
H 5.500 -0.429 0.584 0.1 0.0 0.1
H 3.954 1.146 1.571 0.0 0.0 0.0
H 1.711 3.075 4.352 0.2 0.0 0.0
H 0.722 4.289 6.265 0.0 0.0 0.1
H -1.569 5.190 6.095 0.0 0.0 0.1
H -2.873 4.868 4.028 -0.1 0.0 0.0
H -1.887 3.623 2.129 0.0 0.0 -0.1
Cl 1.177 3.903 -2.332 -0.1 0.0 0.0
C -0.511 3.479 -2.383 0.0 0.2 -0.1
C -0.933 2.359 -1.683 -0.1 0.3 -0.1
C -2.302 2.185 -1.626 -0.1 -0.1 0.1
Cl -2.880 0.881 -0.569 0.2 0.1 -0.1
C -3.235 2.983 -2.273 0.0 -0.1 0.1
Cl -4.923 2.670 -2.153 0.0 0.0 0.0
C -2.763 4.053 -3.028 0.1 0.0 0.0
Cl -3.869 5.053 -3.877 0.0 0.0 0.0
C -1.391 4.318 -3.071 0.0 0.0 0.0
Cl -0.817 5.670 -3.960 0.0 0.0 0.0
N -0.567 -0.512 -2.297 0.4 0.1 -0.1
C -0.959 -1.794 -1.721 -0.1 -0.1 0.3
C -1.120 -2.951 -2.712 0.1 0.0 0.1
C -2.564 -3.420 -2.862 -0.1 -0.4 -0.1
C -2.904 -4.439 -1.771 0.1 0.1 0.1
N -2.724 -3.901 -0.421 -0.5 0.1 0.2
C -3.638 -3.201 0.249 0.2 -0.3 0.0
N -4.904 -3.119 -0.184 0.2 0.0 0.0
N -3.305 -2.611 1.399 0.5 0.1 0.0
C 0.031 -2.104 -0.591 -0.2 0.1 -0.3
O 0.024 -3.197 -0.036 -0.2 -0.5 0.3
O 0.784 -1.134 -0.262 0.4 0.1 0.4
H -1.245 -0.171 -2.979 0.1 0.0 0.3
H 0.324 -0.639 -2.792 -0.2 0.2 0.0
H -1.900 -1.610 -1.180 0.1 -0.1 -0.2
H -0.526 -3.799 -2.364 0.1 0.0 0.0
H -0.687 -2.656 -3.668 -0.1 0.1 -0.1
H -2.701 -3.920 -3.821 0.0 0.0 -0.1
H -3.260 -2.579 -2.845 0.0 0.1 0.0
H -2.220 -5.286 -1.847 0.0 0.1 0.0
H -3.902 -4.866 -1.870 -0.1 0.1 -0.1
H -1.768 -3.882 -0.064 0.1 0.1 0.0
H -5.214 -3.619 -0.995 0.0 0.0 0.0
H -5.577 -2.556 0.303 0.0 0.0 0.0
H -2.318 -2.379 1.619 -0.6 0.0 -0.1
H -3.991 -2.072 1.903 0.1 0.0 0.0
S -0.997 -0.453 2.170 -0.1 -0.1 -0.1
C 0.395 -1.093 2.913 -0.1 0.4 -0.2
N 0.925 -2.302 2.715 -0.3 -0.1 -0.3
C 2.255 -2.375 3.301 0.3 -0.2 0.1
C 2.291 -1.138 4.228 0.2 -0.1 0.1
N 1.133 -0.390 3.772 -0.2 -0.3 -0.2
H 0.644 -2.855 1.896 0.2 0.4 0.3
H 3.014 -2.324 2.515 0.0 0.0 0.1
H 2.385 -3.307 3.854 0.1 0.1 0.0
H 3.201 -0.551 4.109 0.0 -0.1 0.0
H 2.181 -1.408 5.280 0.0 0.0 0.0
H 0.916 0.568 4.002 0.0 -0.1 0.0
```
Forces are in eV/Å.

Output
E_HOMO = -10.51 eV
total charge = +1
relative energy (zero: lowest compared OMol25 entry of this formula, charge and spin) = 13.2 kcal/mol
spin multiplicity = 1

| no. | molar mass (g/mol) |
| --- | --- |
| 1 | 467.5 |
| 2 | 940.6 |
| 3 | 318.6 |
| 4 | 411.1 |
| 5 | 972.5 |